# C3H10OSi

An isolated molecule of C3H10OSi at a distorted geometry (ωB97M-V/def2-TZVPD, OMol25).

XYZ file:
```
15
Properties=species:S:1:pos:R:3
C -0.760 -1.507 1.523
O -0.206 -1.331 0.259
C -0.016 0.359 0.155
C 1.371 0.568 0.570
Si -0.243 0.608 -1.724
H -0.707 -2.543 1.827
H -1.798 -1.215 1.553
H -0.044 -0.945 2.130
H -0.829 0.688 0.837
H 2.079 0.231 -0.145
H 1.685 1.590 0.754
H 1.535 0.049 1.652
H -1.281 -0.147 -2.315
H -0.244 2.070 -2.306
H 1.051 0.032 -2.235
```

Calculated values
- HOMO level: -9.72 eV
- Largest force on an atom: 4.018 eV/Å
- Energy: -484.92944 a.u.
- SMILES: CO[C@@H](C)[SiH3]
- Total charge: 0
- Frontier orbital gap: 10.7546 eV